Here is C71H65ClKN13O2Si as an isolated structure at a distorted geometry from OMol25. Energies are from ωB97M-V/def2-TZVPD.

The geometry in XYZ format:
```
154
Properties=species:S:1:pos:R:3:forces:R:3:lowdin_charge:R:1
K -1.226225 -0.759600 -0.583435 1.56 1.24 1.17 0.755
Cl 7.005875 3.194500 3.401365 0.23 -0.01 -0.01 0.637
Si 2.548375 -1.684100 -2.496135 0.68 0.02 -0.39 0.738
O -1.696825 2.457500 3.777065 -0.17 0.14 -0.36 -0.010
O -0.204225 2.234300 -0.583435 0.03 -0.65 0.43 0.058
N 0.926375 -2.237100 -2.669935 0.26 0.38 0.57 -0.004
N -2.613825 0.860700 -3.435235 -0.97 1.59 0.86 0.178
N -0.271025 -1.065600 1.701865 0.53 -0.03 0.14 0.021
N -1.826725 -4.390200 0.546365 -0.87 0.11 0.45 0.186
N -4.431525 -0.425400 0.706265 -0.29 0.86 0.23 0.160
N -0.168725 3.326500 -2.580135 -0.12 -0.04 -0.09 -0.109
N -0.738425 -0.514000 -2.847135 -0.12 0.34 -1.38 0.025
N -1.110025 4.345200 -0.722235 0.05 -0.13 0.19 -0.163
N -0.703625 -1.702300 3.786665 0.03 -0.55 0.68 0.122
N -0.616125 -3.044200 -1.041435 0.29 -0.61 -0.42 0.082
N -2.882625 -2.225600 0.395065 -0.95 0.35 0.08 0.071
N -3.287625 -0.076900 -1.366335 -1.15 -0.29 0.28 0.030
N -1.052325 -0.417200 3.620465 0.08 -0.06 -0.46 -0.115
C -1.739925 -0.146700 -3.687835 0.75 -1.32 -0.66 -0.354
C 1.020775 2.645900 3.307765 0.04 -0.22 0.21 -0.134
C 3.326175 1.730100 2.865265 0.56 0.23 0.14 -0.024
C 3.048675 0.115900 -2.089635 -0.45 -0.31 -0.22 -0.207
C -4.280225 -4.956700 2.384165 0.06 -0.13 0.04 -0.042
C -0.853225 4.242900 -3.456935 -0.10 0.18 -0.11 -0.071
C 4.497675 4.088000 3.787965 -0.54 -0.22 -0.03 -0.110
C 0.137975 -5.171500 -0.691435 0.10 0.53 -0.28 -0.109
C 3.038775 -1.435700 -6.580635 -0.02 0.07 -0.18 -0.082
C 4.532675 -3.850300 1.163765 0.09 -0.03 0.07 -0.102
C 3.396875 -2.558400 -1.041535 -0.29 0.06 -0.48 -0.207
C 3.274275 -1.976900 -4.234035 0.08 0.05 0.57 -0.218
C 0.417475 -6.475500 -0.298635 0.01 -0.27 0.13 -0.048
C -4.903725 4.242400 -1.484135 -0.11 0.19 0.06 -0.114
C -1.207025 -2.988300 -6.687835 0.31 -0.37 -0.04 -0.142
C -2.243225 -2.065400 -6.906635 -0.33 0.33 -0.13 -0.147
C 3.211375 -3.440700 1.197965 -0.04 0.01 0.21 -0.069
C -0.800825 -0.061500 2.352865 0.01 0.05 0.15 -0.160
C 3.109475 3.948400 3.752165 0.61 0.03 -0.01 -0.034
C -0.964925 1.782300 4.779765 0.21 -0.44 0.53 -0.419
C -1.541825 0.345300 4.732565 -0.25 0.56 0.27 -0.044
C 0.955875 -4.550000 -1.685035 -0.58 -0.22 0.31 -0.131
C -0.624225 1.729500 7.348765 -0.03 0.06 -0.23 -0.043
C -0.850825 -4.186100 -0.328635 0.75 -0.34 -0.27 -0.323
C 2.245675 -6.532800 -1.893735 0.29 -0.02 -0.21 -0.121
C -1.757025 4.090500 0.546965 -0.08 -0.03 -0.12 -0.063
C 4.716575 1.854500 2.889265 -0.55 -0.08 0.01 -0.086
C -5.364625 3.877700 -0.222035 -0.09 0.22 0.01 -0.123
C -3.187725 0.930600 -2.257935 0.35 -0.07 -1.66 -0.333
C -0.289225 5.537800 -0.687235 -0.04 0.01 -0.04 -0.076
C 4.075175 -2.300000 -6.894235 0.06 -0.06 -0.10 -0.110
C -3.879625 -3.812700 1.711165 -0.36 0.36 0.13 -0.107
C -3.930625 2.088900 -1.760835 -0.55 0.31 0.63 -0.095
C -2.504825 -1.070600 -5.993735 -0.19 0.02 -0.37 -0.059
C 4.737775 -2.920700 -1.033935 0.09 0.05 -0.23 -0.098
C 2.652175 -1.273200 -5.265235 0.01 0.06 0.14 -0.104
C 4.304175 -2.848200 -4.570935 0.00 -0.02 0.17 -0.105
C -3.985125 -1.674900 0.897865 0.65 -0.76 -0.17 -0.317
C -1.272225 2.460700 6.168865 -0.09 0.03 -0.05 -0.518
C 2.648975 0.742400 -0.910235 0.04 -0.11 -0.05 -0.095
C -5.829125 -2.604700 2.514265 -0.05 0.20 -0.02 -0.048
C -1.710425 -0.972400 -4.852635 0.26 0.13 0.79 -0.115
C 3.922475 0.802800 -2.928535 -0.06 -0.18 -0.19 -0.096
C 1.466875 -7.140400 -0.898935 -0.14 -0.21 0.21 -0.129
C -0.424625 -2.937100 -5.558935 0.06 -0.24 -0.20 -0.052
C -6.208525 -3.746800 3.199965 -0.23 0.03 0.15 -0.133
C 0.418575 -3.236000 -1.828835 -0.08 -0.74 0.38 -0.331
C 4.711175 -3.002900 -5.885435 0.12 -0.10 -0.14 -0.106
C 5.303775 -3.566100 0.051065 0.21 -0.08 0.13 -0.104
C 3.092675 2.012600 -0.590635 0.04 0.03 0.14 -0.091
C -0.105525 -1.560700 -3.371735 0.01 0.16 -1.00 -0.336
C -2.761125 -3.506500 0.834665 0.23 -0.93 0.29 -0.330
C 2.002875 -5.235800 -2.287235 0.05 -0.10 -0.09 -0.041
C -0.257525 -2.059900 2.606265 0.04 0.14 0.22 -0.200
C 2.655475 -2.791100 0.111965 -0.03 0.01 0.12 -0.084
C 3.961175 2.677800 -1.438535 0.00 0.13 -0.07 -0.095
C -2.785225 2.506500 6.415365 0.21 -0.01 -0.13 -0.046
C -4.184725 3.351500 -2.263635 0.08 -0.12 -0.20 -0.038
C -0.470125 3.200900 -1.269235 -0.16 0.70 -0.11 -0.500
C -0.663825 -1.932500 -4.618135 -0.08 0.49 0.34 -0.125
C -4.664025 -2.633200 1.766165 0.24 -0.76 0.11 -0.105
C -5.135125 2.606500 0.280365 0.04 -0.26 0.16 -0.041
C 0.567975 1.772600 4.491365 -0.11 0.16 -0.04 -0.083
C -0.765625 3.912400 6.154465 -0.06 -0.30 -0.08 -0.039
C -5.446125 -4.913400 3.127965 -0.06 -0.12 0.07 -0.128
C 2.518975 2.776000 3.300165 -0.19 0.01 -0.08 -0.232
C -4.015525 0.308300 -0.313235 -0.03 -0.59 -0.20 -0.340
C 5.276075 3.028300 3.356065 -0.01 0.17 0.07 -0.680
C -4.424725 1.705600 -0.492535 0.05 0.85 -0.67 -0.106
C 4.375975 2.068200 -2.609535 0.18 0.20 0.01 -0.100
C 0.534575 2.268100 -3.265635 0.30 -0.20 -0.04 -0.032
H 3.043475 -7.099100 -2.360635 0.05 0.01 0.02 0.082
H -2.462925 4.897700 0.744865 -0.04 0.02 0.03 0.088
H 4.950275 4.997500 4.150865 0.10 0.05 -0.02 0.096
H 4.312375 3.669800 -1.190235 0.02 0.09 0.04 0.094
H 0.486375 5.471800 0.092365 0.00 0.03 0.01 0.088
H -0.761925 2.325300 8.249365 -0.01 0.02 0.13 0.083
H 0.068975 -3.053800 2.378865 0.08 -0.31 -0.03 0.106
H -3.693825 -5.863000 2.319265 0.08 -0.04 -0.03 0.100
H -3.302225 2.901700 5.546165 -0.10 0.05 -0.07 0.088
H -5.791525 -5.797300 3.655865 0.07 0.01 0.00 0.083
H 1.975475 0.228000 -0.241635 -0.21 -0.07 0.19 0.100
H 0.680775 2.198800 2.372665 -0.08 0.17 -0.07 0.108
H 2.490675 4.777100 4.070565 -0.08 0.03 0.04 0.109
H 1.332175 2.699500 -3.877135 0.05 0.02 0.00 0.093
H -1.273825 -0.227500 5.620165 -0.05 0.08 -0.07 0.127
H 0.898375 0.753100 4.291765 0.05 -0.02 0.08 0.124
H 2.773275 2.489800 0.323865 -0.10 0.03 0.07 0.088
H -1.315625 4.509300 5.429865 -0.04 0.12 -0.09 0.087
H 0.441775 1.576900 7.208365 0.16 -0.03 0.04 0.079
H 5.058775 2.579300 -3.275735 0.04 0.05 -0.05 0.093
H 1.626875 -2.472900 0.152865 -0.28 -0.02 0.10 0.086
H 0.202975 5.688000 -1.644135 0.03 0.08 -0.02 0.073
H -7.113225 -3.745500 3.801065 0.02 0.03 -0.06 0.080
H 5.527975 -3.673600 -6.123635 -0.01 -0.06 -0.01 0.092
H -2.845525 -2.151000 -7.806435 0.00 0.02 0.04 0.075
H -0.924825 6.400400 -0.472935 0.05 0.05 -0.01 0.085
H -0.148925 1.699000 -3.896835 0.01 0.05 -0.01 0.079
H -1.588425 4.815900 -2.899935 0.00 0.03 -0.06 0.075
H -2.306125 3.154500 0.482565 -0.04 0.02 0.12 0.083
H 5.343175 1.048200 2.542765 0.07 -0.06 -0.05 0.110
H 2.608275 -3.640200 2.071965 -0.08 -0.01 0.08 0.095
H -2.629925 0.425000 4.655865 0.08 -0.04 0.12 0.142
H 6.347775 -3.854800 0.034365 0.03 0.00 -0.06 0.092
H 0.959575 1.590500 -2.534335 -0.04 0.03 -0.10 0.059
H -1.302625 3.317400 3.609265 0.01 0.04 -0.09 0.068
H 5.358375 -2.693500 -1.888235 0.11 0.00 -0.12 0.086
H 4.791675 -3.425300 -3.797835 0.07 -0.08 0.04 0.080
H 0.352575 -3.672900 -5.395335 0.09 -0.06 0.04 0.103
H 4.250375 0.337400 -3.848735 0.03 0.03 -0.05 0.091
H 4.377975 -2.437600 -7.923935 0.03 0.02 -0.06 0.090
H -6.431525 -1.706800 2.545865 -0.04 0.08 0.01 0.097
H -1.026325 0.899400 1.944565 -0.12 0.40 -0.11 0.123
H 2.885075 0.820600 2.485565 -0.10 -0.13 -0.05 0.124
H -0.921925 4.356800 7.135565 -0.04 0.08 0.07 0.083
H -3.179325 1.518400 6.632065 -0.11 -0.15 0.04 0.082
H 4.962475 -4.381400 2.003365 0.01 -0.01 0.04 0.092
H 1.110675 2.105800 5.376465 0.01 -0.04 -0.02 0.102
H 2.604475 -4.757000 -3.049435 0.07 -0.02 -0.10 0.095
H -5.114625 5.238200 -1.857835 0.00 0.01 -0.02 0.087
H -5.920125 4.599300 0.367065 0.01 -0.01 0.02 0.086
H -1.035425 4.032500 1.372865 0.06 -0.07 0.08 0.069
H -1.043325 -3.766700 -7.423735 0.06 -0.07 -0.01 0.077
H -1.089125 0.762600 7.517165 -0.02 -0.14 0.05 0.078
H -0.138225 4.920900 -3.938635 -0.04 0.01 -0.02 0.083
H 1.697575 -8.158300 -0.602535 -0.02 -0.01 0.01 0.080
H 0.602375 3.654000 3.390565 -0.02 -0.02 -0.10 0.105
H -5.493025 2.320300 1.258765 -0.06 -0.08 0.09 0.103
H -3.318125 -0.374600 -6.150635 -0.08 0.08 -0.01 0.094
H 1.843975 -0.600600 -5.017335 -0.17 0.12 -0.11 0.106
H -1.370425 3.672800 -4.232435 -0.01 -0.04 -0.02 0.088
H -3.851225 3.627000 -3.254335 0.13 -0.01 -0.05 0.099
H -2.991225 3.149600 7.268965 -0.07 0.04 0.13 0.082
H 2.531475 -0.890100 -7.364235 -0.07 0.02 -0.04 0.102
H -0.183425 -6.952000 0.464765 -0.04 -0.05 0.05 0.098
H 0.295375 3.973300 5.929165 0.18 0.05 -0.03 0.075
```
Forces are in eV/Å.

Summary:
HOMO-LUMO gap (alpha / beta) = 3.71 / 3.67 eV
largest force on an atom = 2.31 eV/Å
2S+1 = 1
lowest unoccupied orbital energy (alpha / beta) = 3.15 / 3.15 eV
total charge = -2